{
  "formula": "C31H26F4FeN5O8S3",
  "method": "ωB97M-V/def2-TZVPD",
  "s2": 8.801,
  "de_lowest_kj_mol": 122.17,
  "lumo_energy_ev": [-1.005, -3.203],
  "spin_multiplicity": 6,
  "elements": ["Fe", "C", "C", "N", "C", "C", "C", "C", "N", "C", "C", "F", "C", "F", "C", "C", "F", "C", "F", "H", "H", "H", "H", "H", "H", "H", "H", "H", "H", "H", "H", "H", "H", "H", "O", "N", "O", "C", "C", "C", "C", "O", "C", "C", "N", "O", "O", "N", "O", "O", "H", "H", "O", "C", "C", "C", "C", "C", "S", "C", "C", "C", "C", "S", "C", "C", "C", "C", "S", "H", "H", "H", "H", "H", "H", "H", "H", "H"],
  "xyz": [[0.5854, -0.0104, 0.5905], [2.8291, -3.7461, 2.4889], [2.3352, -2.3918, 1.9676], [1.1166, -2.4181, 1.1553], [1.2245, -3.2571, -0.0418], [2.3831, -2.8798, -0.9519], [-0.0977, -2.7516, 1.8989], [-0.4339, -1.7492, 3.0235], [0.1688, -0.4792, 2.7481], [0.2605, 0.4845, 3.6593], [1.2527, 1.4789, 3.4513], [2.0605, 1.2682, 2.3700], [1.4265, 2.5591, 4.2839], [2.4086, 3.4387, 4.0640], [0.6005, 2.7333, 5.3889], [-0.3621, 1.7699, 5.6416], [-1.1499, 1.9076, 6.7178], [-0.5257, 0.6641, 4.8273], [-1.4815, -0.2380, 5.1359], [3.7176, -3.5811, 3.0927], [2.0794, -4.2291, 3.1109], [3.0975, -4.4154, 1.6758], [2.1506, -1.7319, 2.8168], [3.1181, -1.9334, 1.3596], [1.3000, -4.3175, 0.2442], [0.3015, -3.1248, -0.6102], [3.3492, -3.1432, -0.5312], [2.2672, -3.4002, -1.8988], [2.3515, -1.8121, -1.1477], [-0.9161, -2.7456, 1.1758], [-0.0326, -3.7621, 2.3302], [-1.5276, -1.6783, 3.0925], [-0.0733, -2.1269, 3.9910], [0.7111, 3.5859, 6.0368], [3.8255, 5.5576, -3.7875], [3.6276, 4.4702, -4.2879], [3.8996, 4.1673, -5.4308], [3.0363, 3.4573, -3.4606], [2.7879, 2.1911, -3.9919], [2.3098, 1.1868, -3.1853], [2.0953, 1.3791, -1.7704], [1.9611, 0.4282, -0.9689], [2.1382, 2.7626, -1.3454], [2.6593, 3.7525, -2.1539], [1.6291, 3.1102, -0.0698], [0.7630, 2.3781, 0.4340], [2.0132, 4.1267, 0.4591], [1.9847, -0.0802, -3.7692], [2.3906, -0.2988, -4.8917], [1.3009, -0.8481, -3.1224], [2.9692, 2.0004, -5.0416], [2.7517, 4.7647, -1.7816], [-1.1634, -0.1919, -0.1425], [-2.2963, -0.1286, -0.9069], [-2.0889, 0.7919, -2.0913], [-2.6370, 0.7297, -3.3342], [-2.2387, 1.8056, -4.1570], [-1.3928, 2.6595, -3.5273], [-1.0764, 2.1751, -1.9042], [-2.6181, -1.5295, -1.3878], [-3.6062, -2.3732, -0.9754], [-3.5513, -3.6281, -1.6192], [-2.5062, -3.7239, -2.4813], [-1.5656, -2.2851, -2.5357], [-3.4546, 0.4324, -0.1054], [-3.4311, 0.8539, 1.1868], [-4.6759, 1.3694, 1.6161], [-5.6171, 1.3349, 0.6409], [-5.0091, 0.6757, -0.8282], [-3.3076, -0.0467, -3.6519], [-2.5692, 1.9309, -5.1709], [-0.9435, 3.5544, -3.9100], [-4.3610, -2.1106, -0.2569], [-4.2628, -4.4143, -1.4430], [-2.2304, -4.5582, -3.0950], [-2.5432, 0.8084, 1.7933], [-4.8534, 1.7416, 2.6088], [-6.6387, 1.6540, 0.6865]],
  "lowdin_spin": [3.72, 0.00, 0.01, 0.03, 0.00, 0.00, 0.00, 0.05, 0.48, 0.03, 0.11, 0.04, -0.01, -0.01, 0.15, -0.01, -0.01, 0.11, 0.03, 0.00, 0.00, 0.00, 0.00, 0.00, 0.00, 0.00, 0.00, 0.00, 0.00, 0.00, 0.00, 0.02, 0.01, 0.01, 0.00, 0.00, 0.00, 0.00, 0.00, 0.00, 0.00, 0.03, 0.00, 0.00, 0.00, 0.02, 0.00, 0.00, 0.00, 0.00, 0.00, 0.00, 0.14, 0.02, 0.00, 0.00, 0.00, 0.00, 0.00, 0.00, 0.00, 0.00, 0.00, 0.00, 0.00, 0.00, 0.00, 0.00, 0.00, 0.00, 0.00, 0.00, 0.00, 0.00, 0.00, 0.00, 0.00, 0.00]
}

{
  "formula": "C6H8O2",
  "method": "ωB97M-V/def2-TZVPD",
  "smiles": "C1O[C@@H]2[C@@H]3OC[C@@H]1[C@H]23",
  "de_lowest_kj_mol": 541.28,
  "lumo_energy_ev": 0.925,
  "elements": ["C", "O", "C", "C", "O", "C", "C", "C", "H", "H", "H", "H", "H", "H", "H", "H"],
  "xyz": [[-1.5479, -0.9559, -0.0663], [-1.8705, 0.3544, -0.6364], [-0.8227, 1.2997, -0.1474], [0.8910, 1.2713, -0.1719], [1.8119, 0.2905, -0.6670], [1.4769, -1.0213, -0.0553], [-0.0272, -0.7272, -0.0150], [0.0224, 0.5715, 0.7682], [-1.8845, -1.7765, -0.7158], [-2.0756, -1.1040, 0.8933], [-1.2092, 2.3059, -0.0670], [1.3398, 2.2358, -0.1536], [1.9353, -1.0037, 0.9350], [1.8838, -1.7779, -0.6865], [-0.0445, -0.4775, -1.0851], [0.1209, 0.5149, 1.8705]],
  "lowdin_charge": [-0.12, -0.11, -0.09, -0.12, -0.11, -0.07, -0.21, -0.24, 0.12, 0.12, 0.13, 0.13, 0.12, 0.11, 0.15, 0.17]
}

{
  "formula": "C22H72N2O14",
  "method": "ωB97M-V/def2-TZVPD",
  "de_lowest_kj_mol": 123.99,
  "lumo_energy_ev": -0.110,
  "elements": ["C", "C", "O", "H", "H", "H", "H", "H", "H", "C", "C", "O", "H", "H", "H", "H", "H", "H", "C", "C", "O", "H", "H", "H", "H", "H", "H", "C", "C", "O", "H", "H", "H", "H", "H", "H", "C", "C", "O", "H", "H", "H", "H", "H", "H", "C", "C", "O", "H", "H", "H", "H", "H", "H", "C", "C", "O", "H", "H", "H", "H", "H", "H", "C", "C", "O", "H", "H", "H", "H", "H", "H", "C", "O", "N", "N", "H", "H", "H", "H", "C", "O", "H", "H", "H", "H", "C", "O", "H", "H", "H", "H", "C", "O", "H", "H", "H", "H", "C", "O", "H", "H", "H", "H", "C", "O", "H", "H", "H", "H"],
  "xyz": [[11.4430, -10.3290, -11.2810], [10.3650, -9.6340, -12.1410], [9.2530, -9.1340, -11.4160], [11.7930, -9.6930, -10.5150], [12.2960, -10.6470, -11.8760], [11.0720, -11.1910, -10.8520], [10.0270, -10.3260, -12.9070], [10.8250, -8.8230, -12.6860], [8.9340, -9.7910, -10.8300], [11.1340, -5.8170, -13.3630], [10.5120, -4.5700, -13.9700], [10.1320, -3.5810, -13.0170], [10.4750, -6.5440, -12.8520], [11.8740, -5.5570, -12.6360], [11.5910, -6.3880, -14.1690], [9.6990, -5.0490, -14.4950], [11.0900, -4.1350, -14.7410], [9.2260, -3.6620, -12.6480], [8.4000, -2.7170, -15.5730], [7.3210, -1.9270, -16.2990], [6.5520, -1.4440, -15.2800], [8.7850, -2.2050, -14.7090], [9.2690, -2.8600, -16.2690], [7.9700, -3.7120, -15.2950], [6.7190, -2.6040, -16.9200], [7.7630, -1.2500, -16.9430], [6.1320, -0.6520, -15.5820], [10.5940, -6.4940, -9.8640], [10.3980, -7.3980, -8.6360], [10.6230, -6.7080, -7.4750], [11.5180, -6.0120, -9.8400], [9.8070, -5.7230, -10.0480], [10.7160, -7.1340, -10.7110], [11.0160, -8.3010, -8.7140], [9.3930, -7.8250, -8.5310], [10.5120, -7.2760, -6.7070], [10.6790, -6.2080, -17.0360], [10.0330, -7.5270, -16.5590], [9.2330, -8.0970, -17.5200], [11.6250, -6.0840, -16.4760], [9.9510, -5.3950, -16.9610], [11.0000, -6.2370, -18.0370], [9.5520, -7.3670, -15.6230], [10.7520, -8.2870, -16.2980], [8.9080, -8.9660, -17.2210], [11.8510, -1.1800, -15.0680], [11.0110, -0.5520, -16.2100], [11.7500, 0.1900, -17.1380], [11.2470, -1.7560, -14.3990], [12.3950, -0.4870, -14.5240], [12.6130, -1.8050, -15.4880], [10.2810, 0.0000, -15.6920], [10.4990, -1.2960, -16.7620], [12.3970, -0.3350, -17.5480], [5.6570, -6.1110, -10.3910], [6.9870, -6.7750, -10.3110], [7.7130, -6.6880, -11.5580], [4.9920, -6.5050, -11.1420], [5.7400, -4.9790, -10.4450], [5.1690, -6.3820, -9.4220], [6.9110, -7.8170, -10.0170], [7.5760, -6.3480, -9.5310], [8.4510, -7.3380, -11.5180], [14.8990, -5.1790, -16.5060], [14.1490, -4.5640, -15.4270], [15.0580, -3.8300, -14.6180], [15.5370, -4.4320, -16.9990], [14.2660, -5.6480, -17.2180], [15.6720, -5.8710, -16.1680], [13.5350, -5.2480, -14.8200], [13.3860, -3.8360, -15.8270], [15.4410, -4.4990, -13.9820], [7.2500, -3.0040, -12.0360], [7.3010, -1.6370, -11.7030], [7.7630, -3.9080, -11.3010], [6.7780, -3.4380, -13.1150], [8.2370, -3.4420, -10.4750], [7.6190, -4.9230, -11.5380], [6.6300, -2.7460, -13.8670], [6.7430, -4.4000, -13.4140], [13.3290, -3.2560, -12.0520], [12.2190, -3.0070, -11.2190], [13.3080, -2.7340, -13.0080], [13.5620, -4.2770, -12.1770], [14.1890, -2.9930, -11.4790], [11.4280, -3.1910, -11.7640], [11.9830, -3.6670, -18.3840], [12.0760, -2.2760, -18.6100], [11.6080, -4.2320, -19.3010], [11.1720, -3.7350, -17.6650], [12.8810, -3.9890, -17.9000], [12.7720, -2.0870, -19.2680], [13.1640, -8.5260, -13.9910], [13.7980, -7.9170, -15.0550], [12.1880, -8.7330, -14.3350], [13.1430, -7.8330, -13.1020], [13.6930, -9.3910, -13.6550], [13.4660, -8.5290, -15.7770], [13.9990, -7.2750, -10.7290], [14.7650, -7.2500, -9.5530], [13.5580, -6.2990, -10.8400], [13.1900, -8.0300, -10.5150], [14.5880, -7.5000, -11.5770], [15.6930, -7.1350, -9.7770], [5.5480, -5.7820, -14.2840], [6.9390, -5.9630, -14.1390], [5.0800, -6.6840, -14.6790], [5.2640, -4.9640, -14.9750], [5.1830, -5.4970, -13.3120], [7.0500, -6.5690, -13.4240]],
  "lowdin_charge": [-0.04, -0.27, -0.07, 0.03, 0.08, 0.05, 0.11, 0.07, 0.08, -0.06, -0.27, -0.08, 0.07, 0.05, 0.04, 0.08, 0.08, 0.07, -0.08, -0.32, -0.05, 0.08, 0.07, 0.07, 0.12, 0.09, 0.10, -0.05, -0.34, -0.05, 0.05, 0.09, 0.03, 0.10, 0.10, 0.09, -0.06, -0.34, -0.05, 0.07, 0.07, 0.05, 0.09, 0.09, 0.10, -0.04, -0.30, -0.05, 0.05, 0.06, 0.05, 0.10, 0.06, 0.03, -0.08, -0.30, -0.14, 0.07, 0.10, 0.10, 0.11, 0.10, 0.07, -0.11, -0.36, -0.09, 0.09, 0.06, 0.08, 0.09, 0.10, 0.12, -0.69, -0.15, 0.14, 0.19, 0.18, 0.09, 0.10, 0.04, -0.18, -0.11, 0.07, 0.03, 0.08, 0.04, -0.15, -0.12, 0.11, 0.05, 0.05, 0.10, -0.21, -0.11, 0.05, 0.08, 0.08, 0.12, -0.16, -0.10, 0.06, 0.08, 0.06, 0.08, -0.14, -0.14, 0.09, 0.10, 0.06, 0.04]
}

{
  "formula": "C4H6N4",
  "method": "ωB97M-V/def2-TZVPD",
  "de_lowest_kj_mol": 691.82,
  "lumo_energy_ev": [0.063, -0.063],
  "elements": ["C", "C", "C", "C", "N", "N", "N", "N", "H", "H", "H", "H", "H", "H"],
  "xyz": [[0.4305, -1.8789, 0.3297], [-0.6551, -1.0627, 0.3340], [2.4947, 0.4719, 0.2284], [-1.4084, -0.0078, 0.4080], [1.6118, -1.7009, -0.3694], [-2.3171, 0.1849, -0.6846], [2.3228, -0.5981, -0.5291], [2.3758, 1.6789, 0.2982], [0.2386, -2.9590, 0.6251], [-1.3874, 0.5371, 1.2923], [-2.1026, -0.4639, -1.4339], [3.1313, -0.7282, -1.2505], [-3.0454, 0.8272, -0.3715], [2.7741, 2.1405, 1.1837]],
  "lowdin_charge": [-0.21, -0.05, -0.21, -0.22, -0.06, 0.02, -0.04, 0.11, 0.10, 0.08, 0.09, 0.20, 0.08, 0.10]
}